(1)
Density functional theory data (ωB97M-V/def2-TZVPD) for a 9-piece molecular cluster, C12H44N2O9 overall.

Results
HOMO-LUMO gap: 9.512 eV
multiplicity: 1
structure (SMILES): COC[C@H](C)N.COC[C@H](C)N.CCO.CCO.O.O.O.O.O
net charge: 0
HOMO: -9.3 eV
energy above the lowest of the compared OMol25 structures with the same formula, charge and spin: 54.3 kJ/mol

Last column: Löwdin charge in e.
Cartesian coordinates (Å):
C  -22.983  -13.650  14.643  -0.096
O  -22.895  -13.494  16.053  -0.185
C  -22.029  -12.434  16.412  -0.216
C  -21.947  -12.375  17.937  -0.407
C  -23.259  -11.873  18.544  -0.051
N  -20.806  -11.497  18.270  0.073
H  -23.677  -14.473  14.493  0.088
H  -22.010  -13.877  14.194  0.086
H  -23.356  -12.725  14.191  0.081
H  -21.027  -12.701  16.041  0.116
H  -22.287  -11.447  16.008  0.117
H  -21.769  -13.389  18.316  0.141
H  -23.412  -12.022  19.611  0.071
H  -24.005  -12.576  18.142  0.078
H  -23.549  -10.917  18.110  0.082
H  -20.850  -11.149  19.217  0.048
H  -20.046  -12.163  18.191  0.042
C  -20.882  -10.732  21.696  -0.147
O  -19.846  -10.042  21.082  -0.196
C  -18.634  -10.018  21.829  -0.188
C  -17.640  -9.102  21.124  -0.428
C  -17.154  -9.638  19.767  -0.046
N  -16.479  -8.764  21.940  0.030
H  -20.703  -11.815  21.748  0.095
H  -21.789  -10.608  21.096  0.074
H  -21.190  -10.386  22.692  0.091
H  -18.912  -9.649  22.822  0.121
H  -18.216  -11.030  21.889  0.128
H  -18.140  -8.185  20.802  0.135
H  -17.865  -9.392  18.975  0.062
H  -16.922  -10.703  19.725  0.064
H  -16.263  -9.109  19.421  0.086
H  -16.733  -8.713  22.931  0.066
H  -15.872  -9.587  21.999  0.075
C  -18.106  -14.090  17.336  -0.081
C  -17.567  -13.065  18.305  -0.302
O  -18.331  -13.053  19.524  -0.102
H  -18.013  -15.138  17.620  0.078
H  -17.643  -13.940  16.355  0.061
H  -19.164  -13.863  17.169  0.057
H  -17.622  -12.092  17.821  0.097
H  -16.544  -13.350  18.569  0.116
H  -18.426  -13.953  19.848  0.083
C  -22.667  -8.652  14.750  -0.090
C  -22.477  -9.033  13.304  -0.306
O  -21.302  -8.364  12.821  -0.084
H  -21.859  -8.988  15.407  0.060
H  -23.561  -9.122  15.187  0.076
H  -22.834  -7.600  14.978  0.081
H  -23.364  -8.752  12.725  0.113
H  -22.432  -10.108  13.117  0.100
H  -21.527  -7.705  12.163  0.088
O  -19.314  -7.036  17.301  -0.068
H  -19.051  -7.875  16.891  -0.004
H  -19.986  -7.281  17.946  0.026
O  -16.723  -12.136  14.727  -0.044
H  -16.264  -12.780  14.176  0.059
H  -17.562  -11.966  14.278  0.031
O  -19.637  -10.759  13.721  -0.050
H  -20.111  -9.918  13.811  0.022
H  -19.201  -10.692  12.864  0.064
O  -16.350  -9.524  15.839  -0.091
H  -16.143  -10.419  15.528  -0.011
H  -17.235  -9.628  16.240  -0.023
O  -18.990  -9.960  16.509  -0.087
H  -19.719  -10.228  17.099  0.021
H  -19.215  -10.340  15.642  0.018

---

(2)
Density functional theory data (ωB97M-V/def2-TZVPD) for a 11-piece molecular cluster, C12H46N18O12 overall.

Results
HOMO-LUMO gap: 9.099 eV
multiplicity: 1
structure (SMILES): NC(N)=O.NC(N)=O.NC(N)=O.NC(N)=O.NC(N)=O.NC(N)=O.NC(N)=O.NC(N)=O.NC(N)=O.OCCO.CO
net charge: 0
HOMO: -9.3 eV

Last column: Löwdin charge in e.
Cartesian coordinates (Å):
N  5.920  -22.314  3.808  0.185
C  5.708  -23.436  3.187  -0.714
N  6.334  -24.446  3.733  0.162
O  5.268  -23.492  2.021  -0.002
H  6.138  -22.402  4.790  0.110
H  5.467  -21.530  3.360  0.067
H  6.720  -25.244  3.250  0.124
H  6.701  -24.384  4.672  0.108
N  2.743  -22.525  0.799  0.174
C  2.716  -22.841  -0.438  -0.770
N  1.457  -22.873  -0.790  0.150
O  3.670  -23.090  -1.180  0.025
H  3.573  -22.967  1.169  0.079
H  1.918  -22.378  1.362  0.084
H  1.343  -23.191  -1.742  0.118
H  0.728  -22.532  -0.180  0.097
N  1.745  -21.171  3.350  0.165
C  2.023  -21.563  4.518  -0.779
N  3.319  -21.372  4.841  0.174
O  1.152  -21.982  5.256  0.034
H  2.449  -20.703  2.796  0.066
H  0.862  -21.430  2.935  0.119
H  3.860  -21.137  4.021  0.044
H  3.605  -22.007  5.573  0.115
N  5.074  -15.313  -0.280  0.164
C  4.928  -15.996  -1.387  -0.811
N  6.005  -16.251  -2.040  0.176
O  3.846  -16.426  -1.756  0.011
H  4.185  -15.207  0.188  0.118
H  5.992  -15.307  0.140  0.055
H  5.932  -16.874  -2.831  0.125
H  6.868  -15.860  -1.690  0.115
N  6.291  -19.082  1.758  0.224
C  5.025  -19.217  1.898  -0.727
N  4.399  -18.110  1.915  0.189
O  4.402  -20.309  1.924  -0.023
H  6.817  -19.931  1.606  0.082
H  6.738  -18.195  1.577  0.101
H  4.748  -17.184  1.711  0.090
H  3.401  -18.075  2.064  0.065
N  6.034  -16.188  3.563  0.188
C  6.779  -15.558  2.701  -0.690
N  7.036  -14.335  3.122  0.171
O  7.027  -15.954  1.535  -0.031
H  5.555  -16.997  3.194  0.068
H  5.868  -15.783  4.473  0.123
H  6.635  -14.008  3.989  0.112
H  7.518  -13.667  2.537  0.125
N  -0.580  -17.973  1.612  0.170
C  0.635  -18.391  1.268  -0.723
N  0.682  -19.494  0.554  0.186
O  1.611  -17.734  1.588  0.008
H  -1.360  -18.381  1.116  0.107
H  -0.713  -17.215  2.265  0.118
H  -0.042  -20.153  0.306  0.109
H  1.616  -19.844  0.395  0.109
N  2.257  -16.997  4.758  0.181
C  1.779  -16.672  5.893  -0.825
N  1.663  -15.372  6.011  0.149
O  1.433  -17.404  6.791  0.048
H  2.349  -17.984  4.565  0.119
H  2.318  -16.255  4.075  0.105
H  1.871  -14.828  5.185  0.097
H  1.455  -14.953  6.906  0.121
N  6.335  -21.633  -0.734  0.194
C  7.524  -21.130  -0.604  -0.847
N  7.941  -21.089  -1.758  0.186
O  8.158  -20.900  0.368  0.056
H  6.042  -22.024  0.150  0.095
H  5.867  -21.931  -1.578  0.110
H  8.832  -20.619  -1.834  0.143
H  7.192  -21.154  -2.433  0.133
O  10.947  -21.033  3.437  -0.046
C  9.673  -21.558  3.450  -0.270
C  9.731  -22.973  2.793  -0.219
O  9.832  -22.913  1.364  -0.078
H  11.295  -21.645  2.784  0.073
H  9.424  -21.718  4.499  0.109
H  8.927  -20.947  2.943  0.100
H  8.781  -23.485  2.949  0.092
H  10.539  -23.640  3.094  0.124
H  9.059  -22.382  1.159  0.028
C  7.336  -19.154  5.272  -0.174
O  6.324  -19.954  5.791  -0.121
H  7.278  -19.112  4.185  0.052
H  7.239  -18.128  5.629  0.071
H  8.314  -19.532  5.569  0.079
H  5.618  -19.434  6.181  0.080

---

(3)
Density functional theory data (ωB97M-V/def2-TZVPD) for C12H47BN13O10Pd as an isolated structure.

Results
⟨S²⟩: 2.0041
HOMO-LUMO gap (alpha / beta): 7.085 / 6.865 eV
multiplicity: 3
net charge: +1
HOMO (alpha / beta): -10.6 / -10.6 eV

Last column: Löwdin charge in e.
Cartesian coordinates (Å):
N  -2.401  0.867  -3.323  0.296
H  -2.696  0.205  -4.052  0.107
H  -1.917  0.359  -2.559  0.069
H  -3.204  1.379  -2.980  0.116
H  -1.769  1.535  -3.780  0.088
N  -2.580  2.623  -0.044  0.301
H  -3.434  2.554  -0.593  0.129
H  -1.844  1.950  -0.296  0.077
H  -2.885  2.366  0.924  0.074
H  -2.393  3.623  -0.062  0.144
Pd  1.815  1.053  0.792  1.102
B  2.786  3.018  1.431  -0.439
H  3.141  4.035  1.799  -0.015
H  3.619  2.340  1.023  -0.045
H  2.351  2.497  2.355  -0.054
H  2.040  3.133  0.585  -0.058
C  -0.248  -0.031  -0.486  -0.845
O  0.559  -0.610  0.281  -0.100
O  -0.018  1.251  -0.454  -0.200
O  -1.240  -0.468  -1.146  -0.102
C  7.585  -2.284  2.317  -0.091
O  6.467  -1.987  1.461  -0.166
C  5.574  -1.144  2.151  -0.258
C  4.289  -1.031  1.360  -0.145
N  3.319  -0.068  1.956  -0.117
C  2.546  -0.772  3.034  -0.172
C  1.662  0.163  3.750  -0.219
O  0.815  0.775  2.807  -0.291
C  -0.081  1.690  3.460  -0.051
H  7.372  -3.134  2.967  0.089
H  7.965  -1.485  2.957  0.089
H  8.393  -2.554  1.639  0.090
H  6.121  -0.191  2.159  0.135
H  5.391  -1.346  3.214  0.119
H  3.813  -1.996  1.200  0.130
H  4.664  -0.627  0.418  0.127
H  3.709  0.604  2.617  0.109
H  3.366  -1.075  3.689  0.126
H  1.965  -1.589  2.606  0.127
H  2.202  0.860  4.400  0.144
H  0.957  -0.418  4.355  0.144
H  -0.908  1.186  3.959  0.088
H  -0.569  2.325  2.717  0.086
H  0.476  2.430  4.035  0.105
C  -0.172  3.227  -3.813  -0.675
O  0.087  2.071  -4.199  -0.017
N  -0.323  3.456  -2.492  0.169
N  -0.460  4.216  -4.687  0.176
H  -0.195  2.723  -1.804  0.057
H  -0.566  4.375  -2.158  0.103
H  -0.570  3.999  -5.660  0.118
H  -0.477  5.161  -4.342  0.106
C  -0.693  -1.372  -5.407  -0.644
O  -1.902  -1.147  -5.321  -0.004
N  -0.108  -1.888  -6.522  0.158
N  0.261  -1.110  -4.472  0.176
H  0.839  -2.204  -6.548  0.100
H  -0.741  -2.166  -7.255  0.114
H  1.200  -1.281  -4.766  0.101
H  0.028  -0.880  -3.522  0.089
C  -0.730  -4.099  0.473  -0.677
O  -1.119  -5.247  0.664  0.021
N  0.501  -3.524  0.520  0.152
N  -1.592  -3.233  -0.140  0.142
H  1.261  -4.051  0.912  0.101
H  0.489  -2.554  0.247  0.043
H  -1.428  -2.244  -0.270  0.030
H  -2.564  -3.511  -0.243  0.060
C  -4.818  -1.982  -0.862  -0.663
O  -4.433  -3.068  -0.393  0.021
N  -3.949  -0.950  -0.975  0.151
N  -6.082  -1.744  -1.199  0.174
H  -4.151  -0.015  -1.272  0.071
H  -2.970  -1.169  -0.836  0.043
H  -6.148  -0.885  -1.722  0.096
H  -6.685  -2.514  -1.433  0.125
C  -3.553  0.669  2.867  -0.657
O  -3.647  1.817  2.389  -0.026
N  -3.951  0.398  4.130  0.171
N  -3.213  -0.439  2.193  0.212
H  -4.454  1.125  4.612  0.119
H  -3.616  -0.383  4.662  0.112
H  -3.281  -1.282  2.733  0.124
H  -2.851  -0.305  1.266  0.083